ORCA calculation (ωB97M-V with the def2-TZVPD basis set) on a structure of composition C40H18BF25GeN4OPtS2 in a non-equilibrium geometry.

```
93
Properties=species:S:1:pos:R:3:lowdin_charge:R:1
Pt 0.1754 -0.9332 0.8551 1.32
Ge -0.8454 2.0049 -1.5669 0.84
S -3.5904 -3.7322 6.8080 1.04
S 0.4997 1.2313 0.0432 0.44
F -0.7911 -1.9570 -1.1647 0.02
F -2.3437 -0.4756 -1.9485 0.13
F -0.4612 6.1861 1.6227 0.13
F -1.2347 0.2495 -6.5911 0.14
F 1.9743 2.1138 -2.6527 0.07
F -2.3096 0.9349 -4.2727 0.12
F 0.7172 7.7828 -0.2370 0.14
F -6.9120 2.3765 -1.3504 0.14
F 1.1238 6.8504 -2.7530 0.13
F -1.2207 3.7164 0.9821 0.06
F 0.4045 4.3844 -3.4112 0.11
F 1.4368 0.4956 -6.9991 0.14
F -5.6121 1.1205 0.6762 0.13
F 2.0760 -1.5109 4.9808 0.17
F -2.5117 -1.2942 0.1731 0.07
F 3.0300 1.4524 -5.0181 0.13
F 3.8963 -0.4099 4.6007 0.17
F -2.9500 0.9986 0.6901 0.08
F 4.5963 -2.4679 2.9193 0.16
F -2.8090 3.3884 -3.3608 0.10
F 2.6870 -3.4158 3.3048 0.16
F -5.4967 3.5279 -3.3639 0.13
F 1.9724 0.5170 4.2577 0.16
F -2.9371 -2.6873 -1.6250 0.18
F 3.2562 -2.9384 1.2892 0.16
O 1.2862 -1.2375 2.4287 -0.24
N -2.9935 -4.4628 5.4998 -0.21
N -1.0873 -0.2347 2.5803 0.00
N -0.7235 -2.6927 1.6229 -0.02
N -3.2270 -2.2003 6.4592 -0.21
C -5.5871 2.2873 -1.3666 -0.12
C 1.7201 1.3038 -4.8121 -0.17
C -1.6521 -4.9711 2.8561 0.04
C -2.6150 -2.2114 5.2865 -0.29
C 4.3095 -0.5335 -2.5120 -0.03
C 0.3701 6.5408 -0.5508 -0.13
C 2.5820 -1.8355 -3.7833 -0.03
C 3.3296 -1.7129 -2.4492 -0.60
C 4.0915 -3.0115 -2.1637 -0.05
C -4.9230 1.6404 -0.3399 -0.13
C 2.3459 -1.4632 -1.3790 -0.09
C -1.1504 0.9976 3.0471 -0.11
C 3.3073 -2.5003 2.5478 -0.56
C 2.6545 -0.6341 4.1533 -0.56
C -1.3525 -2.5937 2.8020 -0.12
C -0.2248 5.7244 0.3948 -0.14
C -3.4872 2.7718 -2.3808 -0.22
C -2.7916 2.0912 -1.3968 -0.13
C -0.4502 0.6930 -5.6114 -0.13
C -1.8293 -3.7246 3.4572 -0.06
C -0.3666 3.9032 -1.2195 -0.14
C 0.5766 6.0610 -1.8316 -0.14
C -3.5415 1.5651 -0.3642 -0.22
C -2.1321 -1.0417 4.5788 -0.06
C -0.9890 1.0411 -4.3828 -0.20
C -0.5840 4.4379 0.0401 -0.23
C 1.1538 1.6316 -3.5971 -0.25
C -2.2153 0.2672 5.0608 0.04
C -1.5394 -1.2475 3.3365 -0.13
C 3.4018 -0.0699 1.8459 0.02
C -0.2028 1.5128 -3.3403 -0.12
C 0.2019 4.7649 -2.1452 -0.21
C -4.8650 2.8719 -2.3931 -0.13
C 0.9100 0.8206 -5.8246 -0.13
C -0.5791 -3.8692 1.0285 -0.05
C 2.6501 -1.1042 2.6678 -0.39
C -1.7105 1.2876 4.2906 0.00
C -2.4791 -3.5130 4.7366 -0.29
C -1.0397 -5.0389 1.6260 0.01
C 1.5446 -1.2626 -0.5033 -0.27
B -2.1986 -1.6253 -1.1766 -1.25
H 4.8708 -0.4413 -1.5805 0.09
H -2.0111 -5.8600 3.3574 0.13
H -0.0893 -3.8624 0.0649 0.13
H -0.7614 1.7740 2.4007 0.07
H 3.4055 -3.8576 -2.1071 0.09
H 3.2846 -2.0806 -4.5824 0.09
H 2.9385 0.9062 1.9853 0.09
H 1.8223 -2.6158 -3.7321 0.10
H -1.7442 2.3153 4.6224 0.12
H 4.4421 -0.0205 2.1607 0.11
H -0.8944 -5.9799 1.1164 0.12
H 4.8086 -3.2000 -2.9655 0.09
H 2.0925 -0.8943 -4.0333 0.06
H -2.6635 0.4548 6.0273 0.13
H 5.0219 -0.6876 -3.3255 0.09
H 3.3465 -0.3346 0.7928 0.06
H 3.7768 0.4014 -2.6903 0.07
H 4.6354 -2.9489 -1.2226 0.08
```

E_tot, a.u.: -7343.632268
Strongest force on any atom, eV/Å: 1.012
Relative energy (zero: lowest compared OMol25 entry of this formula, charge and spin), kcal per mole: 54.4
Charge: 0
LUMO level, eV: -2.53